Entry 1:
{"formula": "C6H16N2", "method": "ωB97M-V/def2-TZVPD", "symbols": ["C", "C", "H", "C", "H", "N", "H", "H", "H", "H", "H", "H", "C", "H", "C", "H", "H", "N", "H", "C", "H", "H", "H", "H"], "xyz": [[2.1315, 0.7117, 0.3397], [-1.3115, 0.2039, 0.3757], [1.6363, 0.4816, 1.2733], [2.4281, -0.4390, -0.4916], [2.8714, -1.3546, -0.1567], [-0.3315, -0.5074, -0.3328], [-1.1016, 0.1162, -2.3392], [4.3218, 0.6077, -0.5390], [1.7039, 1.6177, -0.0333], [0.0768, 1.1808, -1.8640], [-4.6265, -0.8842, 1.0726], [2.4067, -0.2825, -1.5512], [-0.1867, 0.0824, -1.6909], [0.5735, -0.4762, -2.4060], [-2.5128, -0.8392, 0.5866], [-3.9431, 0.4721, 1.6888], [-1.8332, 0.9776, -0.2151], [-3.8325, -0.1999, 0.9714], [-2.2441, -1.5781, 1.3323], [3.6560, 0.7515, 0.2980], [-2.8976, -1.2036, -0.3702], [-1.0002, 0.6602, 1.3865], [4.0174, 0.0270, 1.1631], [3.9584, 1.7611, 0.5828]], "relative_energy_ev": 8.4104, "homo_ev": -5.869, "largest_force_ev_per_a": 5.8, "total_charge": 0, "gap_ev": 5.141}

***

Entry 2:
{"formula": "C6H16N2", "method": "ωB97M-V/def2-TZVPD", "symbols": ["N", "H", "H", "H", "C", "H", "H", "C", "C", "C", "H", "H", "C", "H", "H", "C", "N", "H", "H", "H", "H", "H", "H", "H"], "xyz": [[1.8176, -0.5336, -1.0947], [1.1069, 1.0665, 1.6914], [2.4076, 0.2155, -1.4263], [-1.4764, 0.4025, 1.8518], [-2.0076, -0.6578, -0.4825], [0.0854, -2.2301, -0.0013], [-1.9670, 1.6846, 0.9703], [1.1809, -0.3554, 0.1099], [-0.8748, 0.2967, -0.1150], [-0.6769, 1.3059, -1.2361], [-1.5881, 1.9037, -1.4128], [2.5121, 0.0122, 1.7438], [1.8652, 0.5783, 1.0690], [-2.2502, -1.3438, 0.3365], [-1.7620, -1.2544, -1.3663], [0.4833, -1.4779, 0.6683], [-1.1928, 1.0311, 1.1066], [-2.9460, -0.1180, -0.6876], [0.0485, -1.3690, 1.6511], [1.3932, -1.1500, -1.7730], [2.4518, 1.3517, 0.5694], [-0.4495, 0.8118, -2.1853], [1.7142, -2.1850, 1.0253], [0.1245, 2.0147, -1.0125]], "relative_energy_ev": 3.6324, "homo_ev": -6.748, "largest_force_ev_per_a": 7.0, "total_charge": 0, "gap_ev": 7.615}

***

Entry 3:
{"formula": "C6H16N2", "method": "ωB97M-V/def2-TZVPD", "symbols": ["H", "H", "N", "H", "H", "H", "H", "C", "H", "H", "H", "C", "H", "C", "C", "H", "H", "H", "C", "H", "H", "C", "N", "H"], "xyz": [[1.0424, -0.7862, -1.8855], [1.7122, -2.4435, 0.5954], [1.3063, 0.8425, 0.1728], [1.0042, -5.0148, -2.4315], [2.7905, -1.2323, -0.0732], [1.1639, 1.7741, -0.1952], [-0.0265, -1.9385, -0.9447], [2.0017, -1.9346, -0.3285], [-0.6920, 0.7073, 2.4878], [2.3602, -2.6394, -1.0744], [-0.3045, 2.3999, 2.1162], [-1.5261, 2.6598, -0.1200], [-1.9055, 1.9031, 2.6903], [0.7923, -1.2067, -0.9095], [-1.0704, 1.6283, 2.0494], [-0.5261, -0.3646, 0.8961], [-1.9041, 2.4017, -1.1111], [-1.8116, -0.3036, -0.4289], [0.3512, 0.0379, -0.1452], [-0.5242, 3.0371, -0.3544], [0.4851, -4.7505, -1.9570], [-1.0163, 0.3015, -0.0038], [-1.5684, 1.4510, 0.6729], [-2.1343, 3.4705, 0.2822]], "relative_energy_ev": 4.7472, "homo_ev": -8.192, "largest_force_ev_per_a": 4.9, "total_charge": 0, "gap_ev": 9.001}

***

Entry 4:
{"formula": "C6H16N2", "method": "ωB97M-V/def2-TZVPD", "symbols": ["H", "C", "H", "H", "C", "H", "C", "H", "H", "H", "C", "C", "H", "N", "H", "H", "H", "N", "H", "H", "H", "H", "H", "C"], "xyz": [[0.4865, -0.3030, -0.1185], [2.7642, 0.0201, 1.3346], [-2.2985, 1.7851, -0.0546], [3.4257, 0.8286, 1.6537], [3.6619, 0.3441, -0.9700], [3.4356, -0.8595, 1.5125], [-2.9683, -1.2806, -0.7181], [-2.9687, -2.2910, -0.4585], [1.8270, 0.1411, 1.9487], [-2.1080, 1.0241, -1.5623], [-2.7918, 1.0762, -0.7028], [-2.4376, -0.1982, 1.4385], [4.5810, 0.6681, -0.4463], [2.5683, 0.0773, -0.0599], [3.8736, -0.5424, -1.5590], [-1.9320, -1.1278, 1.7174], [-3.2435, -1.1965, -1.7501], [-2.7936, -0.2290, 0.0227], [1.1704, -0.6411, -1.5891], [-3.8267, 1.3416, -1.0225], [-1.9531, 0.6735, 1.8252], [-3.3652, -0.1257, 1.9962], [3.4738, 0.9812, -1.8094], [1.4191, -0.1663, -0.6283]], "relative_energy_ev": 0.3841, "homo_ev": -19.148, "largest_force_ev_per_a": 5.0, "total_charge": 2, "gap_ev": 10.746}